1.
Computed, not measured: C4H6Li2O as an isolated structure, with wB97M-V/def2-TZVPD.

XYZ file:
```
13
C4H6Li2O wB97M-V/def2-TZVPD
O -0.61 2.08 0.85
C -0.58 2.53 -0.39
C -0.82 1.79 -1.50
Li -0.98 2.84 2.41
Li 0.27 0.50 0.50
H -0.34 3.60 -0.52
H -0.64 0.73 -1.74
H -1.02 2.30 -2.45
C -1.20 -1.43 0.02
C -0.67 -1.82 1.16
H -1.09 -1.72 -1.02
H 0.10 -2.61 1.19
H -0.96 -1.40 2.13
```

Values from the calculation:
Charge   +1
HOMO-LUMO gap (alpha / beta)   7.766 / 7.674 eV
<S²>   0.761
HOMO level (alpha / beta)   -11.97 / -11.98 eV
Multiplicity   2

2.
Computed, not measured: C2H3NS in the gas phase, with wB97M-V/def2-TZVPD.

XYZ file:
```
7
C2H3NS wB97M-V/def2-TZVPD
H 2.07 1.41 -0.73
N 1.52 0.58 -0.79
C 0.43 0.39 -0.01
C -0.73 -0.34 0.35
S -0.20 1.16 1.46
H -1.57 -0.23 -0.18
H -0.61 -1.23 0.84
```

Values from the calculation:
HOMO-LUMO gap   9.902 eV
HOMO level   -9.31 eV
SMILES string   [H]/N=C1/CS1

3.
Computed, not measured: C35H26Br3N6O4Ti as an isolated structure, with wB97M-V/def2-TZVPD.

XYZ file:
```
75
C35H26Br3N6O4Ti wB97M-V/def2-TZVPD
Ti 0.02 -0.44 -0.71
O -1.44 -3.82 0.36
C -0.70 -2.92 0.64
N 0.25 -2.35 -0.24
C 0.89 -3.19 -1.15
O 0.88 -4.39 -1.15
C 1.72 -2.41 -2.14
C 2.32 -3.05 -3.20
C 3.07 -2.28 -4.07
C 3.20 -0.92 -3.84
C 2.53 -0.36 -2.76
N 1.79 -1.09 -1.93
C -0.73 -2.26 2.00
C -1.54 -2.79 3.00
C -1.52 -2.19 4.24
C -0.69 -1.10 4.44
C 0.07 -0.63 3.38
N 0.04 -1.19 2.18
H 2.18 -4.11 -3.32
H 3.56 -2.74 -4.93
H 3.78 -0.29 -4.49
H 2.55 0.70 -2.57
H -2.16 -3.65 2.78
H -2.13 -2.57 5.05
H -0.62 -0.61 5.41
H 0.71 0.24 3.49
C -1.27 3.03 -1.16
C 0.12 2.51 -1.02
O 0.44 1.37 -1.45
N 1.07 3.27 -0.52
C 2.48 2.89 -0.56
C 2.97 1.73 0.29
C 4.29 1.83 0.72
C 4.88 0.78 1.39
C 4.12 -0.36 1.62
C 2.82 -0.38 1.17
N 2.23 0.64 0.52
H -1.98 2.21 -1.15
H -1.34 3.53 -2.13
H -1.51 3.75 -0.38
H 0.83 4.20 -0.22
H 3.03 3.78 -0.24
H 2.76 2.72 -1.60
H 4.85 2.74 0.53
H 5.90 0.84 1.73
H 4.53 -1.22 2.13
H 2.19 -1.24 1.33
Br -4.20 -1.49 0.00
C -3.62 -0.13 1.14
C -4.48 0.30 2.17
C -4.08 1.24 3.07
Br -5.25 1.75 4.45
C -2.78 1.83 2.97
C -2.27 2.79 3.87
C -1.02 3.29 3.69
C -0.27 2.84 2.58
N -0.70 1.95 1.73
C -1.94 1.43 1.92
C -2.37 0.41 1.02
O -1.50 -0.05 0.12
H -5.47 -0.14 2.25
H -2.89 3.12 4.70
H -0.59 4.01 4.37
H 0.72 3.24 2.41
Br -3.02 -2.05 -6.56
C -2.19 -1.59 -4.92
C -2.38 -2.38 -3.81
C -1.76 -2.04 -2.61
C -0.95 -0.91 -2.52
C -0.77 -0.13 -3.66
C -1.39 -0.46 -4.86
H -3.00 -3.26 -3.87
H -1.92 -2.68 -1.76
H -0.14 0.75 -3.64
H -1.24 0.16 -5.74
```

Values from the calculation:
Charge   +1
HOMO-LUMO gap   7.527 eV
HOMO level   -10.74 eV

4.
Computed, not measured: C53H40Cl4N4O3RuSi as an isolated structure, with wB97M-V/def2-TZVPD.

XYZ file:
```
106
C53H40Cl4N4O3RuSi wB97M-V/def2-TZVPD
Ru 0.46 -0.51 -0.59
Cl 1.24 -8.26 4.33
C 1.06 -6.70 3.59
C 1.93 -6.31 2.58
C 1.78 -5.07 2.00
C 0.76 -4.20 2.40
C -0.10 -4.61 3.43
C 0.04 -5.86 4.01
C 0.63 -2.89 1.77
C -0.62 -2.32 1.50
C -1.91 -2.97 1.62
C -2.87 -2.05 1.49
C -2.19 -0.72 1.37
C -3.16 -0.31 -0.76
C -4.48 -0.85 -0.76
C -4.92 -1.77 -1.73
C -6.21 -2.26 -1.72
C -7.09 -1.85 -0.73
Cl -8.72 -2.46 -0.72
C -6.68 -0.97 0.26
C -5.40 -0.48 0.25
C -2.38 -0.07 -1.91
N -1.04 0.22 -1.89
C -0.72 0.62 -3.16
C 0.54 1.06 -3.62
C 0.69 1.19 -5.09
C 0.60 0.02 -5.84
C 0.79 0.03 -7.20
C 1.06 1.23 -7.84
Cl 1.33 1.24 -9.55
C 1.13 2.41 -7.13
C 0.94 2.39 -5.76
C 1.69 1.20 -2.84
C 2.94 1.68 -3.34
C 3.88 1.44 -2.38
C 3.21 0.81 -1.29
N 1.87 0.73 -1.56
C 3.87 0.18 -0.21
C 3.24 -0.72 0.68
C 3.89 -1.37 1.77
C 3.01 -2.28 2.28
C 1.81 -2.15 1.53
N 1.96 -1.18 0.59
C 5.33 0.28 -0.16
C 6.11 -0.88 -0.10
C 7.49 -0.83 -0.10
C 8.12 0.40 -0.19
Cl 9.85 0.47 -0.26
C 7.38 1.57 -0.24
C 6.00 1.50 -0.22
C -1.88 0.61 -3.98
C -2.91 0.16 -3.21
N -0.78 -1.02 1.18
H 2.71 -6.98 2.25
H 2.45 -4.77 1.21
H -0.87 -3.94 3.78
H -0.63 -6.17 4.80
H -2.03 -4.03 1.73
H -3.94 -2.17 1.53
H -4.22 -2.13 -2.47
H -6.53 -2.97 -2.46
H -7.38 -0.67 1.03
H -5.08 0.21 1.01
H 0.40 -0.91 -5.32
H 0.74 -0.89 -7.77
H 1.33 3.34 -7.65
H 0.99 3.32 -5.20
H 3.10 2.12 -4.31
H 4.93 1.65 -2.44
H 4.88 -1.16 2.13
H 3.15 -2.94 3.12
H 5.63 -1.84 -0.06
H 8.08 -1.73 -0.06
H 7.88 2.52 -0.31
H 5.43 2.42 -0.25
H -1.91 0.92 -5.01
H -3.95 0.08 -3.47
C -0.93 1.81 3.99
C -1.67 1.46 2.70
C -3.01 2.24 2.60
O -0.82 1.80 1.63
C -2.07 -0.02 2.74
O -2.25 -0.62 3.77
O -2.68 0.21 0.42
H -0.79 2.88 4.06
H 0.04 1.32 3.97
H -1.50 1.44 4.84
H -2.82 3.31 2.66
H -3.67 1.94 3.42
H -3.50 2.03 1.66
H -1.23 1.51 0.80
C -2.38 -5.18 -2.94
Si -1.11 -4.04 -3.78
C 0.18 -5.08 -4.73
C -2.03 -2.91 -5.03
C -0.25 -3.02 -2.51
C 0.26 -2.30 -1.66
H -2.86 -5.84 -3.66
H -3.16 -4.61 -2.44
H -1.91 -5.80 -2.18
H -0.28 -5.68 -5.52
H 0.70 -5.76 -4.07
H 0.92 -4.44 -5.19
H -2.95 -3.36 -5.40
H -1.40 -2.69 -5.90
H -2.28 -1.97 -4.57
```

Values from the calculation:
Charge   -1
HOMO-LUMO gap (alpha / beta)   4.397 / 4.538 eV
<S²>   0.778
HOMO level (alpha / beta)   -3.50 / -3.56 eV
Multiplicity   2

5.
Computed, not measured: C19H43OP3S2Yb as an isolated structure, with wB97M-V/def2-TZVPD.

XYZ file:
```
69
C19H43OP3S2Yb wB97M-V/def2-TZVPD
Yb 0.27 0.50 -0.26
P -1.89 -0.95 1.35
P 1.74 -0.99 1.76
P -1.78 0.25 -2.16
H 1.83 -2.18 -1.08
C 1.48 -1.39 -1.77
C 2.15 -0.24 -1.95
H 3.09 -0.02 -1.42
C -2.23 -2.73 1.07
C -1.80 -0.96 3.19
C -3.60 -0.31 1.20
C 3.51 -0.94 1.29
C 1.87 -0.25 3.44
C 1.55 -2.78 2.13
C -0.93 0.75 -3.71
C -3.00 1.62 -2.07
C -2.75 -1.22 -2.61
H 0.66 -1.71 -2.42
H 1.91 0.45 -2.77
H -3.07 -3.06 1.71
H -1.34 -3.32 1.31
H -2.50 -2.89 0.02
H -2.73 -1.39 3.59
H -1.69 0.06 3.56
H -0.95 -1.56 3.54
H -4.25 -0.84 1.91
H -3.99 -0.46 0.18
H -3.63 0.76 1.43
H 4.12 -1.44 2.06
H 3.84 0.11 1.21
H 3.66 -1.43 0.32
H 2.38 -0.93 4.14
H 0.86 -0.02 3.83
H 2.43 0.69 3.37
H 2.41 -3.16 2.69
H 1.48 -3.32 1.17
H 0.63 -2.96 2.70
H -1.65 0.85 -4.54
H -0.16 0.01 -3.98
H -0.43 1.72 -3.55
H -3.63 1.66 -2.97
H -2.45 2.57 -1.97
H -3.63 1.49 -1.18
H -3.33 -1.09 -3.54
H -3.43 -1.48 -1.79
H -2.06 -2.07 -2.75
C -0.85 -3.09 -6.84
C -1.33 -4.38 -7.15
C -0.56 -5.24 -7.92
C 0.69 -4.83 -8.40
C 1.16 -3.54 -8.12
C 0.39 -2.67 -7.34
S -1.76 -1.99 -5.83
H -2.78 -2.82 -5.50
H -2.31 -4.67 -6.76
H -0.93 -6.24 -8.15
H 1.29 -5.51 -9.00
H 2.12 -3.20 -8.49
H 0.73 -1.66 -7.12
C 0.94 4.53 1.49
S 0.33 2.87 1.31
C -1.43 3.01 1.62
O 0.48 2.67 -0.22
H 0.89 4.81 2.54
H 0.32 5.21 0.88
H 1.98 4.55 1.16
H -1.65 4.04 1.87
H -2.03 2.69 0.76
H -1.65 2.38 2.49
```

Values from the calculation:
Charge   +3
HOMO-LUMO gap (alpha / beta)   7.814 / 4.193 eV
<S²>   0.771
HOMO level (alpha / beta)   -15.69 / -15.69 eV
Multiplicity   2

6.
Computed, not measured: C32H66IO26PS as an isolated structure, with wB97M-V/def2-TZVPD.

XYZ file:
```
127
C32H66IO26PS wB97M-V/def2-TZVPD
C 6.45 -0.27 -2.71
C 5.74 0.51 -1.58
C 5.39 -0.36 -0.37
C 3.99 -0.97 -0.45
O 3.13 -0.02 0.21
O 1.79 -0.19 -0.26
S 1.08 -1.24 0.82
O 0.95 -0.62 2.10
O -0.30 -0.99 -0.05
P -1.72 -1.59 0.53
O -2.53 -1.25 -0.84
I -1.38 -4.05 0.30
H 7.45 0.15 -2.89
H 6.56 -1.32 -2.47
H 5.92 -0.20 -3.65
H 6.40 1.30 -1.23
H 4.83 0.99 -1.95
H 6.11 -1.17 -0.25
H 5.42 0.25 0.54
H 3.94 -1.94 0.05
H 3.65 -1.07 -1.48
H -3.44 -1.54 -0.72
C -2.21 -11.22 0.13
C -2.66 -10.07 1.00
O -2.26 -8.80 0.46
C -3.00 -8.37 -0.56
O -3.95 -8.93 -1.04
O -2.51 -7.20 -0.97
C -3.16 -6.65 -2.12
H -1.13 -11.18 -0.02
H -2.46 -12.17 0.62
H -2.69 -11.19 -0.84
H -2.18 -10.12 1.98
H -3.74 -10.08 1.15
H -4.23 -6.59 -1.96
H -2.95 -7.26 -3.00
H -2.74 -5.66 -2.25
C -3.70 4.92 -3.27
C -2.70 4.59 -4.35
O -1.63 3.76 -3.87
C -1.93 2.47 -3.70
O -2.99 1.96 -3.96
O -0.87 1.85 -3.21
C -1.07 0.46 -2.93
H -3.19 5.37 -2.41
H -4.44 5.62 -3.64
H -4.21 4.02 -2.93
H -2.20 5.49 -4.70
H -3.17 4.11 -5.21
H -1.43 -0.06 -3.82
H -1.77 0.33 -2.12
H -0.09 0.07 -2.65
C 8.52 5.88 3.59
C 9.09 4.92 2.57
O 8.13 3.93 2.16
C 7.19 4.37 1.32
O 7.09 5.48 0.88
O 6.37 3.35 1.05
C 5.27 3.68 0.20
H 8.11 5.33 4.44
H 9.30 6.55 3.94
H 7.71 6.47 3.16
H 9.91 4.35 3.01
H 9.48 5.44 1.70
H 5.62 4.13 -0.72
H 4.58 4.35 0.70
H 4.77 2.74 -0.02
C -8.88 -0.61 0.29
C -7.98 -0.83 -0.91
O -6.89 -1.72 -0.61
C -7.20 -3.01 -0.56
O -8.28 -3.49 -0.77
O -6.10 -3.69 -0.25
C -6.27 -5.11 -0.11
H -8.30 -0.26 1.14
H -9.64 0.13 0.05
H -9.38 -1.54 0.57
H -7.49 0.10 -1.20
H -8.53 -1.21 -1.76
H -6.75 -5.53 -0.99
H -6.87 -5.33 0.77
H -5.27 -5.51 0.01
C -1.85 7.11 1.84
C -3.12 6.40 1.43
O -4.30 7.04 1.95
C -4.67 8.16 1.32
O -4.14 8.64 0.35
O -5.74 8.65 1.94
C -6.22 9.88 1.40
H -1.80 7.20 2.92
H -0.99 6.55 1.49
H -1.81 8.11 1.41
H -3.15 5.40 1.84
H -3.21 6.33 0.34
H -6.41 9.78 0.33
H -5.50 10.68 1.58
H -7.15 10.09 1.93
C -9.48 -11.17 4.56
C -8.28 -10.25 4.47
O -7.20 -10.84 3.73
C -7.35 -10.84 2.40
O -8.28 -10.37 1.80
O -6.29 -11.44 1.86
C -6.34 -11.55 0.44
H -9.19 -12.14 4.98
H -10.24 -10.73 5.21
H -9.91 -11.34 3.58
H -7.86 -10.07 5.46
H -8.54 -9.29 4.03
H -6.49 -10.58 -0.02
H -7.12 -12.24 0.13
H -5.37 -11.95 0.14
C 14.49 6.91 -1.81
C 14.38 8.08 -0.85
O 13.13 8.78 -0.99
C 12.07 8.18 -0.44
O 12.09 7.14 0.18
O 11.00 8.93 -0.68
C 9.78 8.37 -0.18
H 14.33 7.25 -2.84
H 15.48 6.47 -1.74
H 13.75 6.15 -1.58
H 15.13 8.83 -1.07
H 14.50 7.76 0.18
H 9.86 8.13 0.88
H 9.52 7.47 -0.74
H 9.01 9.12 -0.33
```

Values from the calculation:
HOMO-LUMO gap   9.623 eV
HOMO level   -9.40 eV

7.
Computed, not measured: an isolated ion of composition C11H19N2O and charge +1, with wB97M-V/def2-TZVPD.

XYZ file:
```
33
C11H19N2O wB97M-V/def2-TZVPD
C -3.98 -0.84 0.73
C -2.71 -0.25 0.13
C -1.64 -0.87 -0.41
C -1.47 -2.36 -0.75
C -0.68 0.28 -1.01
N 0.70 0.21 -0.38
C 1.75 0.82 -1.18
C 3.17 0.40 -0.67
C 3.29 0.70 0.75
C 2.16 0.15 1.57
C 0.83 0.59 1.12
N -1.36 1.46 -0.74
C -2.50 1.22 0.07
O -3.06 2.24 0.43
H -4.68 0.03 1.06
H -3.72 -1.34 1.63
H -4.43 -1.62 0.08
H -1.17 -2.55 -1.74
H -2.55 -2.86 -0.70
H -0.77 -2.85 -0.13
H -0.47 0.02 -2.09
H 0.95 -0.78 -0.77
H 1.75 1.84 -1.27
H 1.61 0.52 -2.18
H 4.04 0.94 -1.29
H 3.30 -0.64 -0.77
H 4.12 0.07 1.13
H 3.41 1.82 0.88
H 2.31 -0.95 1.89
H 2.30 0.51 2.62
H -0.07 0.00 1.54
H 0.71 1.68 1.46
H -1.15 2.43 -0.98
```

Values from the calculation:
Charge   +1
HOMO-LUMO gap   10.277 eV
HOMO level   -13.49 eV
SMILES string   CC1=C(C)[C@H]([NH+]2CCCCC2)NC1=O